Entry 1:
{
  "formula": "C43H26BiN10",
  "method": "ωB97M-V with the def2-TZVPD basis set",
  "symbols": ["Bi", "C", "C", "C", "C", "C", "N", "C", "N", "C", "C", "C", "C", "C", "C", "C", "C", "N", "C", "N", "C", "N", "C", "N", "C", "N", "C", "C", "C", "C", "C", "C", "C", "C", "C", "C", "C", "C", "N", "C", "C", "H", "H", "H", "H", "H", "H", "H", "H", "H", "H", "H", "H", "H", "H", "H", "H", "C", "C", "C", "C", "N", "C", "C", "C", "C", "C", "C", "N", "H", "H", "H", "H", "H", "H", "H", "H", "C", "H", "H"],
  "coordinates": [[0.443900, 0.642400, 0.560800], [-5.820500, 2.431000, 1.016700], [-5.678500, 2.645200, -0.349800], [-4.423100, 2.681400, -0.938800], [-3.318600, 2.491400, -0.129200], [-1.892200, 2.473500, -0.403300], [-1.220400, 2.159800, 0.761700], [-2.135400, 1.980600, 1.773500], [-1.904300, 1.639900, 3.000800], [-0.689500, 1.306300, 3.461700], [-0.376800, 1.112800, 4.829700], [-1.128500, 1.255000, 5.999100], [-0.497400, 1.055100, 7.201900], [0.865000, 0.706300, 7.262700], [1.612300, 0.530800, 6.124600], [0.997400, 0.734200, 4.885900], [1.471200, 0.717100, 3.547000], [2.730600, 0.426400, 3.182800], [3.204900, 0.574300, 1.989500], [2.563700, 1.058500, 0.864400], [3.440500, 1.103800, -0.196500], [3.258700, 1.632300, -1.364000], [2.105400, 2.225800, -1.726400], [0.899900, 2.070600, -1.119200], [-0.063000, 2.756200, -1.798700], [-1.380800, 2.779800, -1.547700], [0.558700, 3.447900, -2.864000], [0.084600, 4.377300, -3.790100], [0.978500, 4.945200, -4.661700], [2.348900, 4.626100, -4.613500], [2.842700, 3.727700, -3.699700], [1.945200, 3.107800, -2.825100], [4.708100, 0.549300, 0.243000], [5.884500, 0.288500, -0.435300], [6.954300, -0.211800, 0.288600], [6.852400, -0.426600, 1.659100], [5.664300, -0.198700, 2.336600], [4.579200, 0.271300, 1.616800], [0.440100, 1.073800, 2.727200], [-3.467600, 2.224600, 1.243500], [-4.719400, 2.204800, 1.829100], [-6.810200, 2.435400, 1.450700], [-6.560100, 2.796600, -0.958300], [-4.299000, 2.848800, -1.997700], [-2.172900, 1.529600, 5.937100], [-1.047200, 1.167900, 8.129000], [1.325200, 0.577300, 8.235200], [2.652600, 0.243700, 6.162800], [-0.959100, 4.652800, -3.780500], [0.640200, 5.676900, -5.384100], [3.019900, 5.127800, -5.299600], [3.899800, 3.513300, -3.627200], [5.957400, 0.468100, -1.496600], [7.887900, -0.429400, -0.211400], [7.720600, -0.770900, 2.205900], [5.578500, -0.379000, 3.397200], [-4.820300, 2.009900, 2.885600], [0.341200, 0.189900, -4.383900], [-1.011600, 0.168300, -4.686700], [-1.916600, -0.212100, -3.712000], [-1.432900, -0.541400, -2.445700], [-0.134700, -0.514600, -2.161700], [0.723100, -0.167600, -3.100600], [-2.332200, -1.001000, -1.373400], [-3.373800, -1.886700, -1.654800], [-4.147300, -2.359700, -0.612400], [-3.881600, -1.919500, 0.676800], [-2.832200, -1.032400, 0.859500], [-2.076600, -0.601100, -0.131400], [1.072400, 0.495800, -5.114900], [-1.354700, 0.446600, -5.673900], [-2.977700, -0.220500, -3.911400], [1.762300, -0.179800, -2.805900], [-3.538500, -2.226400, -2.665300], [-4.937200, -3.073300, -0.800000], [-4.460500, -2.270000, 1.516700], [-2.581500, -0.653800, 1.842300], [0.929400, -1.543800, 0.679600], [1.430400, -1.712300, -0.281400], [-0.046200, -2.036900, 0.603000]],
  "forces_ev_per_a": [[-0.2308, -0.5022, -0.1303], [-0.1405, -0.0315, 0.0750], [-0.0503, 0.0722, -0.0567], [0.1646, 0.0204, -0.0212], [-0.6547, -0.1663, 0.7373], [0.3744, 0.3367, -1.1391], [1.1772, -0.1254, 0.0180], [0.1534, -0.2260, 1.1963], [-1.1976, 0.3200, -0.8187], [0.6488, -0.1777, 0.6819], [0.4183, -0.0775, -0.5499], [-0.0809, 0.0240, 0.3438], [-0.4972, 0.1245, -0.0510], [0.4861, -0.1699, 0.0070], [0.1125, -0.0119, 0.2740], [-0.4085, 0.1892, -0.5767], [-0.8883, 0.1606, 0.5169], [1.3990, -0.2099, -0.7358], [-0.4974, -0.0567, 1.1255], [-0.3995, 0.3698, -0.0019], [-0.3018, 0.6268, -0.9025], [1.1972, -0.7554, 0.6175], [-0.6243, 0.5485, -0.4482], [-0.0957, 0.0327, 0.2479], [0.9679, 0.4564, -0.5572], [-1.4841, -0.1318, 0.5977], [0.2997, -0.4911, 0.4819], [-0.0861, 0.2354, -0.3509], [-0.4874, 0.0889, 0.0123], [0.5026, -0.1513, 0.0411], [0.2036, 0.1434, -0.3032], [-0.5446, -0.2463, 0.5471], [0.4814, -0.4496, 0.8315], [-0.1161, 0.0942, 0.0032], [0.1166, 0.0146, -0.0084], [0.0751, -0.0178, 0.0976], [-0.1788, 0.0537, 0.0679], [0.7091, -0.0568, -0.8072], [0.2585, 0.1093, 0.0306], [-0.4655, 0.2188, -0.8040], [0.1573, -0.0341, 0.0244], [-0.0941, -0.0371, 0.0358], [-0.0438, 0.0077, -0.0238], [0.0244, 0.0545, -0.1235], [-0.0475, 0.0223, 0.0454], [-0.0353, 0.0148, -0.0160], [0.0247, -0.0576, -0.0069], [0.1204, 0.0146, 0.0669], [-0.1376, 0.0372, -0.0835], [-0.0503, 0.0310, -0.0246], [0.0699, -0.0231, -0.0039], [0.0823, -0.0233, -0.0605], [-0.0138, 0.0730, -0.1173], [0.0622, 0.0055, -0.0467], [0.0062, -0.0853, 0.0128], [-0.0356, -0.0345, 0.1065], [-0.0330, -0.0099, 0.1278], [-0.1842, -0.0126, 0.0241], [0.1100, 0.0025, -0.0013], [0.0588, -0.0231, 0.2065], [0.1259, 0.1285, -0.7436], [-0.4153, -0.0555, 0.2708], [0.2481, 0.0013, -0.4205], [-0.5541, -0.4293, 0.1594], [0.1760, 0.1461, 0.0342], [-0.0021, 0.0877, 0.2278], [-0.0270, -0.0980, -0.2020], [-0.3333, -0.2271, 0.3063], [0.1833, 0.2528, -0.4161], [0.1072, 0.0231, -0.0284], [-0.0306, 0.0490, -0.0186], [-0.0866, 0.0003, 0.0013], [0.2053, 0.0844, -0.0585], [-0.0079, -0.0093, -0.1087], [-0.0715, -0.0183, -0.0033], [-0.0351, 0.0225, 0.0947], [-0.0341, -0.0267, 0.1429], [0.3849, -0.2328, 0.7485], [-0.0538, 0.1140, -0.1906], [-0.1361, 0.0798, -0.2266]],
  "lowdin_charge": [1.864, -0.099, -0.098, -0.020, -0.111, -0.348, -0.022, -0.362, 0.172, -0.316, -0.124, -0.042, -0.120, -0.119, -0.038, -0.116, -0.313, 0.184, -0.324, -0.051, -0.321, 0.171, -0.344, -0.022, -0.330, 0.190, -0.131, -0.042, -0.120, -0.121, -0.040, -0.126, -0.101, -0.021, -0.099, -0.097, -0.017, -0.092, -0.026, -0.118, -0.021, 0.092, 0.092, 0.107, 0.101, 0.086, 0.087, 0.102, 0.102, 0.086, 0.086, 0.102, 0.107, 0.092, 0.093, 0.109, 0.108, -0.039, -0.056, -0.016, -0.236, 0.084, -0.138, -0.218, -0.010, -0.062, -0.042, -0.123, 0.063, 0.108, 0.105, 0.109, 0.108, 0.109, 0.103, 0.103, 0.111, -0.207, -0.081, -0.095],
  "orbital_gap_ha": [0.1635, 0.1636],
  "charge": -1,
  "lumo_energy_ev": [1.76, 1.76],
  "homo_ev": [-2.7, -2.7]
}



Entry 2:
{
  "formula": "C43H31AsN3O4PdS2",
  "method": "ωB97M-V with the def2-TZVPD basis set",
  "symbols": ["Pd", "S", "C", "C", "C", "C", "C", "C", "As", "C", "C", "C", "C", "C", "C", "C", "C", "C", "C", "C", "C", "H", "H", "H", "H", "H", "H", "H", "H", "H", "H", "H", "H", "H", "H", "C", "C", "C", "C", "C", "C", "C", "C", "H", "H", "H", "H", "H", "O", "C", "O", "C", "C", "C", "C", "C", "C", "N", "O", "O", "H", "H", "H", "H", "S", "C", "C", "C", "N", "C", "C", "C", "C", "C", "N", "C", "C", "H", "H", "H", "H", "H", "H", "H", "H"],
  "coordinates": [[0.252194, -0.132432, -0.331632], [-1.824518, -0.951665, 0.185248], [-2.164988, -0.558634, 1.868022], [-3.525078, -0.404810, 2.178177], [-3.959580, -0.189273, 3.471516], [-3.037308, -0.111290, 4.507018], [-1.689737, -0.258356, 4.219374], [-1.233829, -0.485551, 2.920494], [0.688456, -0.605422, 2.565775], [1.335335, -0.543593, 4.426990], [1.718532, 0.700624, 4.922910], [2.188105, 0.838139, 6.222165], [2.295305, -0.278407, 7.039698], [1.927943, -1.524947, 6.552051], [1.448870, -1.656369, 5.255059], [0.908130, -2.522996, 2.295378], [2.198430, -2.981394, 2.044118], [2.434324, -4.322749, 1.786715], [1.372584, -5.217986, 1.759080], [0.085140, -4.764891, 1.999828], [-0.148566, -3.422067, 2.271099], [-4.238880, -0.453124, 1.364893], [-5.018548, -0.072399, 3.669833], [-3.359149, 0.062125, 5.526291], [-0.978478, -0.199867, 5.033186], [1.641943, 1.574697, 4.284049], [2.474526, 1.814288, 6.594294], [2.666608, -0.178001, 8.052158], [2.011100, -2.400158, 7.185301], [1.158691, -2.632792, 4.885995], [3.026379, -2.278933, 2.034032], [3.440698, -4.667268, 1.581315], [1.547898, -6.260839, 1.523921], [-0.748534, -5.455833, 1.960759], [-1.159626, -3.072594, 2.439191], [0.710011, -1.912828, -0.977987], [1.008197, -3.033372, -1.335844], [1.389312, -4.369089, -1.670629], [2.732321, -4.714676, -1.851171], [3.098865, -6.022101, -2.128267], [2.133107, -7.014257, -2.235525], [0.794611, -6.682111, -2.065005], [0.425104, -5.376816, -1.786828], [3.484443, -3.941691, -1.755096], [4.145644, -6.269792, -2.258579], [2.420514, -8.036019, -2.449920], [0.032586, -7.448010, -2.145882], [-0.614818, -5.115697, -1.639849], [-0.059976, 2.641191, -1.694319], [-0.310683, 2.711650, -0.493795], [-0.214632, 1.783467, 0.381444], [-0.778245, 4.039352, 0.082576], [-0.755954, 5.173706, -0.721141], [-1.167999, 6.397572, -0.221884], [-1.607756, 6.453826, 1.090366], [-1.651623, 5.339909, 1.912016], [-1.228845, 4.126234, 1.395684], [-2.047257, 7.749968, 1.632400], [-1.991898, 8.723149, 0.902875], [-2.431908, 7.786672, 2.786196], [-0.412782, 5.069649, -1.741285], [-1.156480, 7.293857, -0.823194], [-2.010626, 5.433329, 2.925664], [-1.246468, 3.226731, 1.996274], [6.028985, 2.504800, -2.253065], [4.506664, 1.755032, -1.722840], [3.849430, 0.861094, -2.551827], [2.659361, 0.299744, -2.115735], [2.134060, 0.589432, -0.928957], [2.761987, 1.457058, -0.131106], [3.948240, 2.065668, -0.489981], [7.131341, 1.886447, -1.008442], [7.114555, 0.558563, -0.596345], [8.033094, 0.154061, 0.356089], [8.953869, 0.956322, 0.891624], [8.962778, 2.219166, 0.481628], [8.074559, 2.737261, -0.451413], [4.253601, 0.598594, -3.519280], [2.115430, -0.419254, -2.712758], [2.274525, 1.663690, 0.813198], [4.425938, 2.766380, 0.180713], [6.395024, -0.141569, -0.999521], [8.034876, -0.872796, 0.704180], [9.711348, 2.863567, 0.930210], [8.112806, 3.781268, -0.731596]],
  "forces_ev_per_a": [[-0.0039, -0.2617, -0.1805], [0.1004, -0.0522, 0.0167], [0.0001, 0.0487, -0.0413], [-0.0055, 0.0178, 0.0172], [0.0234, -0.0010, 0.0103], [-0.0050, 0.0009, -0.0194], [-0.0171, 0.0279, 0.0258], [0.0035, 0.0024, -0.0057], [0.0360, 0.0023, 0.0337], [0.0073, 0.0229, -0.0081], [0.0003, -0.0138, 0.0006], [0.0016, -0.0058, 0.0082], [0.0008, 0.0136, 0.0036], [-0.0027, -0.0122, -0.0010], [-0.0003, -0.0065, 0.0181], [-0.0131, 0.0038, 0.0021], [-0.0108, -0.0292, 0.0069], [-0.0110, 0.0033, 0.0107], [0.0328, -0.0071, -0.0102], [-0.0261, -0.0023, -0.0024], [0.0009, -0.0007, -0.0025], [-0.0024, 0.0021, 0.0013], [-0.0016, 0.0006, -0.0025], [-0.0002, -0.0003, -0.0001], [-0.0058, -0.0027, -0.0077], [0.0011, 0.0029, 0.0014], [0.0000, 0.0013, -0.0014], [0.0000, 0.0015, 0.0004], [-0.0004, 0.0010, 0.0001], [-0.0007, 0.0011, -0.0056], [-0.0023, -0.0014, -0.0023], [-0.0015, -0.0030, -0.0021], [0.0042, 0.0004, 0.0000], [0.0023, -0.0014, -0.0001], [0.0011, 0.0039, 0.0017], [-0.1851, 0.1120, 0.1020], [0.1428, 0.1074, -0.0331], [-0.0490, -0.0763, -0.0015], [0.0052, 0.0042, 0.0022], [-0.0030, -0.0112, -0.0029], [-0.0038, 0.0034, 0.0040], [0.0055, -0.0117, -0.0024], [0.0102, 0.0142, -0.0026], [-0.0021, 0.0013, 0.0017], [0.0006, 0.0027, 0.0001], [-0.0009, -0.0013, -0.0008], [0.0014, -0.0011, 0.0006], [0.0006, 0.0021, 0.0021], [0.0464, 0.0084, 0.0351], [-0.0449, -0.0287, 0.0862], [-0.0213, 0.0317, -0.0554], [0.0088, 0.0130, -0.0258], [-0.0144, 0.0327, 0.0144], [0.0054, -0.0559, 0.0115], [-0.0363, 0.0442, 0.0173], [0.0096, -0.0098, -0.0426], [-0.0003, -0.0073, 0.0194], [0.0773, 0.0252, 0.0354], [-0.0313, -0.0186, 0.0013], [-0.0215, -0.0017, -0.0317], [0.0036, -0.0102, -0.0031], [-0.0024, 0.0055, 0.0021], [-0.0016, 0.0027, 0.0033], [-0.0021, -0.0002, -0.0001], [0.0136, 0.0524, 0.0124], [0.0229, -0.0587, -0.0277], [-0.0244, 0.0291, -0.0115], [0.0160, -0.0212, -0.0004], [-0.0222, 0.1054, 0.0109], [0.0003, -0.0064, -0.0094], [0.0162, -0.0306, 0.0008], [-0.0449, -0.0168, 0.0090], [-0.0419, 0.0552, 0.0187], [0.0370, 0.0023, 0.0241], [-0.0041, -0.0429, 0.0138], [-0.0112, 0.0455, -0.0281], [0.0547, -0.0322, -0.0289], [0.0068, -0.0118, 0.0039], [-0.0102, 0.0041, 0.0071], [-0.0119, -0.0056, -0.0064], [0.0045, -0.0002, 0.0001], [0.0026, -0.0057, 0.0076], [-0.0063, -0.0020, -0.0056], [-0.0016, 0.0012, -0.0035], [0.0010, 0.0056, 0.0105]],
  "lowdin_charge": [0.613, 0.602, -0.683, -0.149, -0.110, -0.111, -0.117, -0.400, 1.313, -0.407, -0.135, -0.101, -0.107, -0.093, -0.102, -0.427, -0.135, -0.100, -0.103, -0.084, -0.103, 0.087, 0.094, 0.091, 0.084, 0.093, 0.096, 0.094, 0.097, 0.100, 0.098, 0.098, 0.099, 0.100, 0.093, -0.218, -0.131, -0.270, -0.056, -0.105, -0.116, -0.101, -0.046, 0.108, 0.093, 0.090, 0.095, 0.116, 0.011, -0.625, -0.222, -0.106, -0.002, 0.001, -0.157, 0.007, 0.005, -0.357, 0.057, 0.060, 0.117, 0.113, 0.115, 0.118, 1.001, -0.531, -0.065, -0.094, -0.037, -0.105, -0.053, -0.529, -0.072, -0.141, 0.052, -0.154, -0.094, 0.107, 0.109, 0.094, 0.117, 0.111, 0.107, 0.103, 0.100],
  "orbital_gap_ha": 0.2294,
  "charge": -1,
  "lumo_energy_ev": 1.63,
  "relative_energy_kcal_mol": 0.0,
  "homo_ev": -4.6
}



| no. | E (a.u.) |
| --- | --- |
| 1 | -2416.4221 |
| 2 | -5282.4599 |